[1]
Below is one molecule with the formula C3H3NS in a non-equilibrium geometry, with properties calculated with ωB97M-V with the def2-TZVPD basis set.

Its energy above the lowest of the compared OMol25 structures with the same formula, charge and spin is 94.22 kcal per mole. The SMILES is S=CC1=NC1. As for the net charge: 0. The calculation puts the calculated total energy at -568.8674 a.u. The molar mass is 85.13 Da. As for the gap between HOMO and LUMO: 6.790 eV.

Last column: Mulliken charge in e.
Cartesian coordinates (Å):
C (0.183, -0.001, -0.032)  0.3860
C (0.299, -0.484, -1.274)  -0.5408
C (-0.550, 0.586, 1.090)  -0.1634
N (0.704, -0.102, 1.393)  -0.3310
S (1.567, -1.572, -1.606)  -0.0877
H (-0.230, -0.253, -2.246)  0.3036
H (-0.540, 1.606, 1.149)  0.1988
H (-1.432, 0.222, 1.528)  0.2344


[2]
Below is a 2-piece molecular cluster, C3H3NS overall in a non-equilibrium geometry, with properties calculated with ωB97M-V with the def2-TZVPD basis set.

Its energy above the lowest of the compared OMol25 structures with the same formula, charge and spin is 47.76 kcal per mole. The SMILES is N=C=S.C#C. As for the net charge: 0. The calculation puts the calculated total energy at -568.9415 a.u. The molar mass is 85.13 Da. As for the gap between HOMO and LUMO: 10.183 eV.

Last column: Mulliken charge in e.
Cartesian coordinates (Å):
C (-0.915, -1.698, 0.189)  -0.2429
C (-0.520, -0.597, 0.197)  -0.4354
C (0.082, 2.742, 0.064)  0.3683
N (1.040, 2.051, 0.265)  -0.4703
S (-1.287, 3.503, 0.319)  -0.2617
H (-1.173, -2.683, -0.117)  0.3449
H (0.185, 0.179, 0.324)  0.3709
H (1.662, 1.498, -0.260)  0.3262


[3]
Below is one molecule with the formula C3H3NS2 in a non-equilibrium geometry, with properties calculated with ωB97M-V with the def2-TZVPD basis set.

Its energy above the lowest of the compared OMol25 structures with the same formula, charge and spin is 68.38 kcal per mole. The SMILES is C1=CSSC=N1. As for the net charge: 0. The calculation puts the calculated total energy at -967.1070 a.u. The molar mass is 117.20 Da. As for the gap between HOMO and LUMO (spin up / spin down): 7.108 / 7.079 eV.

Last column: Mulliken charge in e.
Cartesian coordinates (Å):
C (-0.624, 0.039, -0.346)  -0.0425
C (0.990, 0.745, -0.923)  -0.4381
C (0.049, 0.003, 1.891)  -0.1549
N (-0.652, -0.282, 0.873)  -0.4083
S (2.143, 0.673, 0.283)  0.0036
S (1.089, 1.479, 1.874)  -0.1388
H (-1.429, 0.107, -1.037)  0.4124
H (1.266, 0.407, -1.904)  0.3416
H (0.073, -0.628, 2.759)  0.4249


[4]
Below is C3H3NaO3 as an isolated structure in a non-equilibrium geometry, with properties calculated with ωB97M-V with the def2-TZVPD basis set.

The expectation value of S² is 0.7615. Its energy above the lowest of the compared OMol25 structures with the same formula, charge and spin is 0.00 kcal per mole. As for the net charge: +1. The calculation puts the calculated total energy at -503.8485 a.u. The molar mass is 110.04 Da. As for the gap between HOMO and LUMO (spin up / spin down): 8.482 / 8.513 eV. Its multiplicity is 2.

Last column: Mulliken charge in e.
Cartesian coordinates (Å):
H (1.281, -2.247, -0.581)  0.3600
O (1.137, -1.297, -0.458)  -0.3905
C (-0.130, -1.026, -0.354)  0.7313
O (-1.033, -1.834, -0.439)  -0.5904
O (-0.400, 0.258, -0.151)  -0.2879
Na (-3.446, -2.400, -0.550)  1.0198
H (-0.101, 2.114, 1.488)  0.2367
C (0.659, 2.218, 0.658)  -0.4594
C (0.584, 1.247, -0.226)  0.0938
H (1.448, 2.967, 0.614)  0.2868


- The highest energy above the lowest of the compared OMol25 structures with the same formula, charge and spin belongs to which entry?
  number 1